The following is a DFT calculation (ωB97M-V/def2-TZVPD) of a molecular structure, C31H34CaCl3N3O5SSe2Si.

Values from the calculation:
electronic energy	-252828.0450	eV
HOMO energy	-2.154	eV
energy above the lowest of the compared OMol25 structures with the same formula, charge and spin	2.99	kcal per mole
molecular weight	893.139	g/mol
charge	-2

Last column: Mulliken charge in e.
Cartesian coordinates (Å):
H1 -0.73926 -0.16811 -5.50406  0.34
H2 5.64017 0.77920 0.92839  0.49
C1 1.71202 3.46032 3.58368  -0.37
C2 -5.12008 -1.94047 3.17112  -0.66
Se1 3.31928 -0.86398 1.78165  0.12
H3 -6.16119 -2.19238 3.01897  0.38
H4 2.34051 -3.11308 -3.27710  0.16
H5 0.78611 -3.89360 -3.57511  0.17
O1 1.25481 1.22871 2.90054  -0.63
S1 -2.71348 1.12857 2.04120  -0.18
H6 -1.49805 -3.27227 -3.89718  0.09
H7 -3.04167 1.36000 -0.77514  0.14
H8 3.80862 3.71413 -1.62566  0.46
H9 -1.00054 -3.24425 1.28425  0.36
H10 0.46154 -5.67705 -1.91528  0.35
C3 -0.43380 -4.57391 -0.30494  -0.57
H11 1.75068 -3.29702 -4.93769  0.47
C4 -2.00090 -3.05064 -2.96105  -0.14
H12 -1.89356 -0.99628 -0.27215  0.43
C5 3.76838 2.84956 -0.97739  -0.94
H13 -0.89867 1.53018 -3.78894  0.16
H14 -3.42561 -4.61456 -3.25132  0.32
H15 -1.40216 -5.04948 -0.36711  0.47
C6 -3.79701 -3.55811 -1.42071  -0.83
C7 -0.69213 2.36355 -3.11017  -1.64
H16 -4.65774 -3.68833 4.33352  0.34
H17 2.91844 -0.50250 -4.05477  0.51
N1 0.93843 -2.89139 0.70671  -0.20
H18 -2.76958 0.72812 -2.41066  0.28
H19 -3.86152 -2.29388 0.32366  0.16
Cl1 -5.75848 0.19412 1.70682  -0.23
C8 -1.08544 3.31896 -0.82124  0.15
H20 0.63774 3.58926 3.49332  0.23
O2 3.31089 1.70425 3.63854  -0.67
C9 -0.16718 -1.09957 -5.49046  -1.32
C10 -2.95424 -2.40612 4.05536  -0.71
H21 -3.26445 2.42683 -2.17618  0.52
C11 2.55051 2.25196 -0.70533  -0.03
O3 -0.54937 3.19315 0.33445  -0.76
C12 -3.28657 -0.34492 2.73692  -0.20
C13 1.99651 -0.12924 -3.59839  -0.71
C14 -2.66838 1.60806 -1.76965  -1.67
H22 -2.26469 -3.02905 4.61069  0.39
C15 -2.48582 -1.23219 3.49087  0.66
C16 2.14225 1.99961 3.36855  0.37
C17 4.78514 1.22150 0.43857  -0.66
Cl2 -0.80589 -0.85557 3.72480  -0.16
Cl3 2.47706 4.49161 2.32626  -0.24
C18 -1.20228 2.02939 -1.70877  1.73
C19 -3.34866 -2.51785 -0.60613  0.01
H23 -0.40810 0.07670 -1.74874  -0.78
H24 0.60811 -1.03611 -6.26143  0.36
C20 4.90493 2.32696 -0.38688  -0.34
C21 -4.28244 -2.77112 3.89833  -0.40
C22 -3.10087 -3.81244 -2.59433  -0.76
H25 -4.66654 -4.14417 -1.14784  0.34
C23 -4.62801 -0.77231 2.61560  0.14
N2 -0.45263 -1.20261 -2.47590  0.09
C24 1.79975 -4.23583 -1.06623  -0.76
N3 2.42298 1.19570 0.09895  1.05
C25 0.59693 -4.90836 -1.16421  -0.32
Se2 3.64838 -2.37432 0.03850  -0.13
H26 5.87528 2.77737 -0.55893  0.37
C26 -1.52089 -1.98856 -2.15714  -0.17
H27 1.74851 0.82658 -4.06768  0.28
H28 2.62397 -4.46211 -1.72819  0.57
H29 -1.18408 3.26552 -3.47030  0.46
H30 1.62959 2.62998 -1.13004  0.04
H31 2.07856 3.82029 4.54130  0.37
Si1 0.60906 -1.38804 -3.78190  0.22
C27 3.52250 0.68682 0.65097  -0.54
H32 -0.84961 -1.90821 -5.76559  0.33
C28 1.44696 -3.08911 -3.90675  -1.06
H33 2.19137 0.05470 -2.54087  -0.21
Ca1 -0.00416 1.21058 1.04958  0.35
O4 -0.40562 0.97869 -1.15108  2.27
C29 1.91289 -3.23149 -0.10971  0.47
C30 -2.24140 -1.77163 -0.94971  -0.01
C31 -0.21539 -3.55626 0.60707  -0.37
O5 -1.52308 4.36211 -1.30660  -0.77
H34 0.38695 2.53508 -3.09606  0.17

Forces on the atoms, in the same order (eV/Å):
0.03 0.00 0.00
0.00 0.01 0.01
0.06 0.00 0.05
0.00 0.00 0.00
0.05 0.00 -0.08
0.00 0.00 0.00
-0.08 0.07 -0.15
0.05 0.08 -0.10
0.12 0.26 0.17
0.00 -0.01 -0.02
-0.01 0.01 0.01
0.00 0.00 0.01
0.00 0.00 0.00
-0.03 0.02 0.04
0.00 -0.01 -0.01
-0.06 0.00 0.07
0.02 0.04 -0.03
-0.02 0.02 -0.04
-0.12 0.01 -0.12
0.02 0.02 -0.03
0.04 0.02 0.04
0.00 0.00 0.00
-0.04 0.03 0.00
-0.02 -0.04 0.02
-0.03 -0.08 -0.04
0.00 -0.01 -0.01
0.00 0.01 -0.02
-0.04 0.03 0.06
0.00 0.00 0.01
-0.01 0.00 0.01
0.00 0.01 0.00
-0.05 0.06 -0.16
0.00 0.00 -0.04
-0.08 -0.06 0.01
-0.04 -0.02 0.01
0.01 0.00 -0.02
0.00 -0.01 0.00
-0.05 0.00 -0.02
-0.02 0.13 -0.29
0.00 -0.05 0.00
-0.02 0.01 -0.07
0.00 0.04 -0.04
-0.01 0.01 -0.01
0.02 -0.06 -0.02
0.32 0.00 -0.02
-0.01 0.00 0.05
0.01 -0.03 -0.09
0.00 0.01 0.01
0.15 0.09 -0.05
0.03 -0.04 0.04
-0.11 0.00 0.03
0.00 0.00 0.00
0.02 -0.02 0.01
0.01 0.01 0.01
0.01 -0.01 -0.05
0.01 0.00 0.00
-0.01 0.00 0.00
-0.07 -0.10 0.08
0.12 -0.03 0.21
0.11 0.01 0.13
0.06 -0.06 0.07
-0.09 -0.15 0.04
0.00 -0.01 0.00
-0.07 0.04 0.03
-0.01 -0.03 0.04
0.01 -0.06 0.08
-0.02 -0.02 -0.01
-0.01 0.01 0.00
-0.03 0.00 0.01
0.05 0.02 -0.06
-0.17 0.14 -0.03
0.00 0.00 -0.01
0.00 0.01 -0.10
0.02 -0.01 0.05
-0.15 -0.70 0.55
-0.14 0.26 -0.20
0.05 -0.03 -0.01
0.15 0.10 -0.10
0.09 0.07 0.07
-0.01 -0.03 0.04
-0.01 0.01 0.02

***

The following is a DFT calculation (ωB97M-V/def2-TZVPD) of 2 unconnected molecules or ions with the total composition C31H34Cl2NO4P.

Values from the calculation:
electronic energy	-76711.1483	eV
HOMO energy	-8.290	eV
SMILES	[H]/N=C/Cc1ccc2c(c1COCCOCC)C(=O)c1cc(P(CC)CC)ccc1C2=O.Clc1ccccc1Cl
molecular weight	586.496	g/mol

Last column: Mulliken charge in e.
Cartesian coordinates (Å):
H1 -4.88018 -2.36008 2.41378  0.51
H2 -2.22543 3.80456 1.75319  0.52
H3 4.29272 0.26554 1.65886  0.43
C1 0.25105 1.56972 -1.79881  0.32
C2 2.83578 2.48805 -1.54871  -0.08
C3 -1.99746 1.46761 -0.68216  0.37
Cl1 3.23224 4.15356 4.38195  -0.21
H4 5.86597 1.31021 -2.62379  0.43
C4 4.57086 0.87060 2.51151  -0.51
H5 -3.23995 -0.28459 -0.86575  0.57
C5 -6.14015 -0.28102 -0.20629  -0.60
H6 3.85257 0.86063 -3.89130  0.26
C6 6.03667 1.32731 4.35971  -0.43
C7 -3.76353 0.90598 0.84899  0.49
C8 0.64891 -3.69498 -1.93246  -0.54
C9 -3.01764 0.60735 -0.30227  -0.52
C10 -4.40041 -2.84862 0.40519  -1.14
C11 -1.18401 1.16078 -1.89439  0.06
C12 -2.44661 2.90742 1.19445  -1.04
C13 0.92697 -0.46571 -3.03604  -1.44
C14 3.80944 1.98284 2.84226  0.16
H7 -5.74484 -0.98652 -0.93337  0.47
C15 -0.22434 -3.57804 0.25710  0.36
C16 1.30078 0.82600 -2.35746  0.26
C17 -4.35226 -1.87696 1.59566  -0.57
H8 -3.62875 -2.61846 -0.32650  0.17
Cl2 2.43542 2.35596 1.86246  0.03
H9 6.27181 -0.32628 3.00952  0.39
H10 -4.20077 -3.86086 0.75505  0.40
C18 5.68234 0.54272 3.26976  -0.66
C19 1.80574 3.21538 -0.98374  -1.86
O1 0.36493 -1.28465 -2.02605  0.16
H11 0.80555 -4.42894 -2.72140  0.37
C20 -7.64620 -0.48702 0.07123  -1.21
H12 0.20196 -0.27265 -3.82312  0.44
H13 -3.31433 -1.78436 1.91013  0.36
C21 -3.46876 2.04430 1.59317  -0.95
H14 -8.20690 0.23232 -0.51643  0.34
O2 -0.62760 4.68961 -0.37154  -0.58
C22 -0.62271 3.49040 -0.45683  -0.10
H15 -4.03956 2.27246 2.48057  0.41
C23 1.04682 -3.03612 0.89117  -1.17
C24 2.61752 1.29415 -2.23925  0.57
C25 -0.15180 -2.52370 -2.50387  -0.82
H16 6.90519 1.07558 4.95316  0.36
H17 3.54854 -0.53615 -2.83304  0.20
H18 6.12628 0.57705 -0.60224  0.25
N1 5.19796 0.32712 -0.94455  -0.39
C26 5.06859 0.76014 -2.12611  -0.54
H19 -0.93107 -2.76344 0.07293  -0.23
H20 1.96618 4.12076 -0.42128  0.58
H21 -1.16884 -2.59902 -2.11516  0.34
H22 3.84018 2.86173 -1.41748  0.45
H23 1.78542 -0.94705 -3.50498  0.52
O3 -1.69336 0.66100 -2.86345  -0.58
C27 4.16018 2.76523 3.93367  0.45
C28 3.77483 0.52109 -2.85992  -0.23
H24 1.63870 -3.32644 -1.65152  0.32
H25 5.54692 3.04911 5.53811  0.41
O4 -0.01009 -4.37549 -0.89265  -0.51
C29 5.27600 2.43601 4.69012  -0.43
P1 -5.13271 -0.21556 1.34518  -0.18
H26 1.87330 -3.73906 0.81589  0.33
H27 -0.71684 -4.23136 0.97540  0.42
C30 0.50325 2.75442 -1.09555  0.76
H28 -0.23142 -2.55453 -3.58891  0.54
H29 -7.85396 -0.33586 1.12478  0.37
H30 0.89510 -2.80346 1.94200  0.43
H31 -6.00191 0.70835 -0.63879  0.48
H32 1.34207 -2.10721 0.40354  0.14
H33 -5.37996 -2.87323 -0.05991  0.37
H34 -7.94719 -1.47956 -0.25272  0.27
C31 -1.71323 2.62396 0.04930  0.65

Forces on the atoms, in the same order (eV/Å):
-0.12 0.19 0.22
0.01 0.07 0.06
-0.05 0.07 -0.05
0.37 0.17 0.21
0.06 0.11 -0.07
0.04 -0.24 -0.04
-0.03 0.00 -0.04
0.03 0.08 -0.19
0.10 -0.12 0.01
0.09 -0.04 -0.25
0.12 0.18 0.13
0.14 -0.23 -0.21
-0.03 -0.03 -0.07
0.20 -0.79 -0.56
-0.03 -0.05 -0.87
-0.01 0.77 0.62
0.28 -0.07 0.40
0.01 0.18 0.38
-0.16 -0.04 -0.24
0.22 0.10 0.13
-0.05 -0.10 -0.06
-0.05 -0.04 -0.11
-0.03 -0.31 0.77
-0.21 0.35 -0.24
-0.03 -0.63 -0.81
-0.12 0.10 -0.25
0.03 -0.04 0.25
-0.02 -0.01 -0.01
0.07 -0.08 0.02
0.01 0.07 0.06
-0.40 -0.06 -0.30
-0.04 -0.12 -0.29
-0.05 -0.21 0.06
0.69 -0.11 -0.45
-0.17 0.01 -0.07
0.04 0.32 0.15
0.30 0.13 -0.27
-0.24 0.05 0.02
0.00 0.65 0.37
0.20 -0.32 -0.11
-0.09 -0.05 0.09
0.10 0.47 -0.30
-0.44 -0.11 0.20
-0.21 0.08 0.75
0.00 0.01 0.02
0.11 -0.21 -0.06
-0.06 -0.07 0.18
0.34 0.05 -0.06
-0.22 -0.28 0.18
0.03 0.14 -0.24
0.23 0.15 -0.05
-0.15 -0.07 -0.11
0.13 -0.05 -0.01
0.10 -0.10 0.06
-0.12 -0.35 -0.49
0.03 0.08 0.09
-0.19 0.83 0.30
0.03 0.03 0.23
-0.07 0.05 -0.01
0.08 0.21 0.08
0.11 -0.09 0.02
-0.44 0.66 1.00
-0.02 -0.18 0.01
-0.08 -0.20 -0.09
0.15 -0.53 -0.38
0.25 0.11 -0.14
-0.24 -0.07 0.10
-0.14 -0.04 0.11
0.10 0.10 -0.03
0.15 0.02 -0.03
-0.07 0.04 -0.18
-0.19 -0.13 0.23
-0.45 -0.43 0.24

***

The following is a DFT calculation (ωB97M-V/def2-TZVPD) of a molecular structure, C31H34Cl5N4O3SSi2Tl.

Values from the calculation:
electronic energy	-138695.9642	eV
HOMO energy (alpha / beta)	-0.077 / 0.088	eV
energy above the lowest of the compared OMol25 structures with the same formula, charge and spin	45.56	kcal per mole
molecular weight	980.525	g/mol
charge	-2

Last column: Mulliken charge in e.
Cartesian coordinates (Å):
C1 1.79749 -2.67417 -2.31292  -0.81
H1 0.93198 -1.41559 -4.64730  0.23
S1 0.75537 2.81405 -1.12859  -0.13
H2 -1.98017 -2.53496 5.07772  0.38
C2 -6.04068 0.86015 -2.50986  -0.45
H3 -2.25771 2.95018 -4.81338  0.29
Cl1 3.75231 -0.16559 2.64249  -0.14
H4 -0.92388 3.25402 1.29987  0.30
C3 -1.87182 -1.46357 5.06591  -0.72
Si1 -0.07763 1.18430 2.40111  0.03
C4 -1.12673 -0.89611 4.04887  0.24
C5 6.39983 -0.17744 -1.12723  0.15
Cl2 7.39825 -0.15024 -2.55048  -0.21
C6 -0.95500 0.49146 3.97424  0.06
H5 -0.82172 -1.63425 -4.35144  0.16
H6 -0.74623 3.71639 -5.35572  0.25
H7 1.81946 -1.83905 4.03797  0.15
N1 -1.50869 -1.33898 -2.14703  -0.86
H8 2.58627 -2.70667 -3.09330  0.14
C7 -1.32023 3.39933 -4.46752  -0.44
C8 -2.36307 0.72109 5.97642  -0.66
C9 -5.23720 0.15788 -3.39792  -0.62
H9 -6.22664 1.53010 -0.47400  0.34
H10 -5.54384 0.04510 -4.44689  0.33
H11 -4.09457 0.54456 0.29179  0.42
H12 -2.86805 1.39161 6.65926  0.37
O1 2.92680 -0.21156 -0.36040  -0.50
C10 -5.61999 0.96905 -1.18649  -0.56
C11 -1.43797 -3.05355 1.94613  -0.92
C12 0.51979 -2.14278 -2.65372  0.51
Cl3 4.37089 0.85465 -2.56096  -0.17
C13 -0.18329 3.37086 -2.40643  -0.25
O2 1.54655 -2.93429 0.08037  -0.58
H13 -3.28355 -0.76928 -3.66026  0.31
C14 3.67346 -3.55418 -0.92140  -1.53
C15 -3.57201 -0.18516 -1.66232  0.58
H14 -0.88246 -3.96166 1.59506  0.21
C16 -1.35962 2.30563 1.67287  -0.49
C17 -1.49909 1.29612 4.99015  -0.43
C18 6.92181 -0.56068 0.12567  0.18
C19 -2.52406 -0.67806 6.01316  -0.57
H15 1.95323 -2.91219 2.58847  0.23
H16 0.87701 3.08229 3.64625  0.40
H17 -1.90942 -2.58310 1.05714  -0.03
H18 -1.47659 5.57720 -4.21914  0.29
C20 6.08999 -0.64519 1.29013  0.15
Tl1 1.10012 -0.61650 0.70488  1.67
C21 4.17307 -0.15224 -0.09584  -0.16
C22 5.03293 0.17560 -1.19080  0.14
H19 -0.02855 1.80175 -3.76898  0.18
C23 1.29129 -2.58225 3.39629  -1.15
H20 3.81130 -4.18322 -0.03277  0.27
C24 1.31805 2.23228 3.14971  -1.29
H21 -0.80142 5.25418 -1.75708  0.26
N2 -0.58396 2.58965 -3.49038  -0.02
O3 -1.98095 -0.62322 0.01479  -0.57
C25 4.71293 -0.35388 1.21210  0.20
H22 -2.18405 -3.34053 2.65364  0.48
H23 -1.65151 1.77825 0.75289  -0.22
H24 -1.23983 2.34686 4.99117  0.34
H25 2.00473 2.59129 2.32492  0.15
C26 0.16344 -2.05634 -4.14956  -1.15
H26 -2.70545 4.75454 -3.33220  0.27
C27 -4.39873 0.49612 -0.74129  -0.53
H27 -2.28031 2.51243 2.22372  0.42
H28 3.88150 -4.16541 -1.78949  0.49
H29 4.37473 -2.72779 -0.94404  0.21
C28 -2.27854 -0.78005 -1.18485  -0.38
C29 2.23285 -2.99774 -0.99552  1.04
H30 1.90350 1.72063 3.92511  0.30
Si2 -0.26637 -1.80326 2.64082  0.59
H31 0.27095 -3.03535 -4.64529  0.30
Cl4 6.77203 -1.20416 2.78660  -0.22
H32 1.04311 -3.40968 4.00356  0.43
H33 -6.92994 1.34893 -2.90333  0.36
N3 -0.36189 -1.69071 -1.71161  0.60
H34 -3.12244 -1.14156 6.76574  0.39
N4 -0.76511 4.57633 -2.52787  -0.14
C30 -1.65727 4.66664 -3.65044  -0.55
C31 -3.99882 -0.34338 -2.97077  -0.07
Cl5 8.54007 -0.96593 0.30977  -0.26

Forces on the atoms, in the same order (eV/Å):
0.92 -0.10 1.31
-0.41 -0.26 0.30
-0.36 0.56 -0.97
-0.11 -0.34 0.18
0.21 -0.22 -0.25
0.32 -0.31 0.10
0.10 -0.34 -0.60
-0.10 -0.34 0.34
-0.31 0.16 0.27
0.66 1.31 0.37
0.25 0.41 -0.72
-1.10 0.39 1.04
-0.15 0.13 0.41
0.12 -0.02 0.19
0.13 -0.15 0.26
0.13 -0.43 0.29
-0.26 -0.44 -0.44
-4.50 2.04 -0.50
-0.73 -0.17 0.41
-0.30 0.45 0.16
1.27 0.08 -1.19
0.61 -0.04 -0.26
-0.06 -0.13 -0.16
0.16 0.06 0.42
0.13 0.15 0.07
0.00 -0.15 0.26
0.89 0.60 -0.21
-0.35 0.99 0.49
0.56 -0.75 -1.40
-2.05 1.17 1.11
-0.67 0.34 -1.20
0.45 -1.83 0.48
0.65 0.10 -0.35
-0.16 -0.34 -0.04
-0.68 -0.03 0.25
-0.24 -0.22 0.61
-0.41 0.71 0.24
-0.37 0.72 -1.28
-0.73 -1.10 0.39
-1.73 -0.06 0.61
0.53 1.00 -0.58
-0.09 0.03 0.16
-0.19 0.67 0.19
0.19 -0.32 0.55
0.19 0.08 -0.20
-0.47 0.38 -1.14
-2.83 -0.05 0.53
-1.10 0.29 -0.01
2.17 -1.32 1.35
0.03 -0.21 0.24
0.39 1.04 -0.02
-0.02 0.37 -0.04
0.85 0.19 -0.61
0.21 -0.97 -0.58
-0.19 1.52 0.11
0.14 0.30 0.85
1.81 -0.10 -0.58
-0.73 -0.34 0.58
-0.21 0.08 0.12
-0.40 0.23 0.10
-0.65 -0.30 0.98
0.97 0.09 -0.07
0.08 -0.50 0.01
0.06 -0.99 -1.04
0.13 -0.05 0.29
0.04 -0.16 -0.31
0.32 0.16 0.28
0.88 -0.02 -1.08
-0.19 -0.42 -1.67
0.00 -0.09 -0.33
0.80 -1.52 -0.13
-0.18 0.16 0.24
-0.13 0.28 -0.13
-0.20 -1.21 0.94
-0.08 -0.16 0.40
5.85 -2.26 -0.50
-0.43 -0.18 0.42
-0.05 1.10 0.57
-0.44 0.44 -0.17
-0.46 0.54 -0.52
1.64 -0.39 -0.16

***

Listing strongest force on any atom for the structures above in their given order: 0.0175 0.0248 0.1223 hartree/bohr.